1.
C9H7N3O in the gas phase. Source: the Open Molecules 2025 dataset; level of theory: ωB97M-V/def2-TZVPD.

Cartesian coordinates (Å):
1 H -2.052 0.735 3.593
2 C -0.420 -0.979 -1.162
3 N 3.740 0.341 -2.279
4 H -1.131 -1.560 -1.854
5 H -2.861 -1.442 -0.013
6 C -0.908 -0.359 0.017
7 C -2.498 -0.358 1.790
8 H 1.182 -1.231 -2.517
9 H -0.026 2.040 2.268
10 C 0.854 -0.684 -1.662
11 C -0.582 1.123 1.874
12 N 1.108 0.924 0.140
13 N 2.856 0.657 -1.283
14 H 3.134 1.566 -0.851
15 C -2.206 -0.716 0.506
16 C -0.116 0.558 0.684
17 H -3.417 -0.821 2.187
18 C -1.701 0.544 2.528
19 C 1.541 0.232 -0.920
20 O 3.503 -0.570 -3.045

For the HOMO energy, the calculation gives -8.8605 eV. Its relative energy (zero: lowest compared OMol25 entry of this formula, charge and spin) is 1.3349 eV. The value obtained for the total energy is -15961.634 eV. As for the spin multiplicity: 1. Its SMILES is O=NNc1ccc2ccccc2n1.

2.
C37H37AsBiBr2N7OS3Si2 as an isolated structure. Source: the Open Molecules 2025 dataset; level of theory: ωB97M-V/def2-TZVPD.

Cartesian coordinates (Å):
1 C 1.958 4.962 3.613
2 N -0.149 0.563 3.457
3 C 4.391 1.068 0.454
4 H 5.414 1.273 0.788
5 H -6.192 -2.340 0.385
6 C 0.060 3.667 -3.375
7 H 1.521 3.100 0.816
8 C -1.614 3.817 0.306
9 H 4.834 -2.261 2.590
10 H 2.099 -0.290 -3.341
11 H 2.841 -4.191 -2.316
12 H -2.067 -7.270 -1.627
13 H 3.031 -3.147 -3.747
14 N 0.763 4.576 -3.271
15 C 0.839 4.545 4.325
16 S -0.642 -1.363 -2.393
17 C -2.075 2.630 -4.092
18 H 5.501 -1.304 -0.981
19 H 3.854 -0.018 -3.248
20 H 3.752 1.232 3.311
21 C -3.149 1.871 -0.806
22 C -3.541 -5.830 -1.107
23 H -0.889 3.265 4.335
24 Bi -0.471 -1.153 0.274
25 H 2.637 5.690 4.042
26 N -2.302 1.540 0.165
27 C -3.806 -4.538 -0.597
28 H -3.716 1.054 -1.243
29 H 4.415 0.891 -0.623
30 C -1.343 -4.147 -0.441
31 H -3.912 1.648 -4.533
32 C -2.495 4.154 -0.710
33 H -5.965 -4.576 -0.629
34 H -3.278 -0.109 1.144
35 C -2.710 -3.715 -0.270
36 H 5.946 -0.875 2.452
37 C -2.929 1.542 -4.095
38 H -2.546 5.175 -1.069
39 C -4.060 -2.018 0.533
40 H 5.447 -2.232 -2.491
41 C -2.262 -6.275 -1.251
42 C -4.192 -0.694 1.224
43 C 3.135 0.358 3.071
44 C 4.990 -2.119 -1.500
45 H 1.474 -3.228 -2.897
46 N -2.863 -2.484 0.276
47 H -4.391 -0.862 2.287
48 H 3.251 -0.377 3.876
49 O -0.343 -3.385 -0.134
50 N -2.892 4.857 -5.150
51 C -3.295 3.173 -1.268
52 H -0.975 4.565 0.756
53 C 2.203 4.442 2.350
54 C -0.718 2.083 1.901
55 H 2.779 0.642 -2.003
56 Br -4.977 -7.004 -1.563
57 C -0.171 -0.715 3.775
58 Si 3.703 -0.388 1.444
59 H 2.090 0.674 3.068
60 H 1.042 -0.240 5.307
61 C -0.442 1.297 -2.956
62 C -1.182 -5.444 -0.915
63 C -2.521 3.875 -4.679
64 H 0.645 4.944 5.314
65 C -5.090 -3.998 -0.363
66 As 2.200 -1.894 0.460
67 H -5.022 -0.120 0.806
68 C 2.949 -0.215 -2.659
69 N 0.433 -0.978 4.986
70 H 3.073 4.759 1.787
71 C 0.213 3.083 2.512
72 H 0.534 1.211 -2.500
73 Br 0.572 -6.137 -1.088
74 C -0.028 3.611 3.778
75 H -3.997 3.397 -2.060
76 C 5.179 -1.460 1.929
77 H 0.785 -1.915 5.079
78 N -0.846 0.882 2.331
79 C -0.816 2.532 -3.483
80 H 5.637 -1.934 1.057
81 Si 3.130 -1.816 -1.691
82 H 5.164 -3.040 -0.933
83 S -3.825 -0.904 -3.329
84 S -0.802 -2.087 2.930
85 C 1.330 3.509 1.803
86 C -1.269 0.176 -2.984
87 C -2.614 0.297 -3.489
88 C 2.557 -3.233 -2.761
89 C -1.563 2.493 0.738
90 H 3.788 1.966 0.628
91 C -5.214 -2.766 0.198

For the HOMO energy, the calculation gives -1.8891 eV. The total charge is -2. Its relative energy (zero: lowest compared OMol25 entry of this formula, charge and spin) is 0.0357 eV. The value obtained for the total energy is -306478.600 eV. As for the spin multiplicity: 1.

3.
C17H58IN19NbO9 as an isolated structure. Source: the Open Molecules 2025 dataset; level of theory: ωB97M-V/def2-TZVPD.

Cartesian coordinates (Å):
1 H -2.251 -0.641 0.857
2 C -1.042 -5.620 2.366
3 H -3.051 -1.673 5.191
4 H -2.062 -6.263 4.125
5 O 6.922 -3.635 -1.685
6 H -8.036 1.832 5.047
7 N 1.555 3.719 0.080
8 C -6.667 -0.552 -0.465
9 H -3.063 -5.275 3.053
10 H 1.219 -1.121 -1.615
11 N -7.771 -1.314 -0.759
12 H 0.498 -3.292 -0.959
13 H 1.384 4.069 1.003
14 N -2.623 4.105 5.270
15 H 6.996 3.161 -8.636
16 C -1.327 1.346 0.770
17 H -0.615 3.368 -6.267
18 C 2.612 2.854 -0.101
19 H 0.155 -1.607 4.106
20 C -0.545 1.071 2.066
21 H -2.468 0.212 -0.666
22 H 7.933 -5.066 0.057
23 H -0.628 -4.030 4.398
24 H 6.980 1.271 -4.460
25 C -2.066 -5.371 3.485
26 C -6.183 0.926 4.649
27 N 5.936 -0.962 -2.416
28 H 0.936 3.977 -0.665
29 O -2.673 6.076 4.144
30 H 4.677 -4.513 -2.279
31 N 0.126 3.230 -5.608
32 H -1.695 4.737 -4.675
33 H 6.628 -6.196 0.170
34 N 2.704 2.379 -1.373
35 O 3.149 -3.385 -2.718
36 N 5.174 -5.066 -1.592
37 H 7.522 -0.359 -4.302
38 H 4.725 -5.868 -1.193
39 H -2.148 -4.271 5.317
40 Nb -2.514 -2.133 3.477
41 H -8.555 -0.978 -1.283
42 C 5.993 0.254 -3.004
43 H -4.169 -2.939 3.241
44 N -0.931 4.571 -4.049
45 H -7.770 -2.258 -0.420
46 O 1.056 3.588 -3.578
47 O -5.729 -0.981 0.171
48 H 8.355 2.094 -8.713
49 H -0.765 -0.128 4.356
50 H -0.381 -1.023 1.472
51 C 8.002 2.784 -6.835
52 C 0.142 3.786 -4.360
53 N -7.061 1.964 4.863
54 H 2.037 2.650 -2.077
55 O 5.280 1.208 -2.693
56 N 7.032 -5.380 -0.248
57 H 6.378 4.079 -6.553
58 H 5.292 -1.080 -1.655
59 H 1.423 -4.658 -1.468
60 N 1.284 -3.665 -1.459
61 H -3.363 -0.619 2.913
62 O 3.355 2.538 0.812
63 H 0.899 2.639 -5.853
64 H -1.131 1.452 2.907
65 H 7.303 3.686 -5.149
66 H -7.682 -0.518 4.877
67 C -1.721 -4.109 4.323
68 H -1.817 2.321 0.892
69 H 1.008 -0.387 2.327
70 C -0.089 -0.380 2.304
71 N -3.781 0.827 0.830
72 H -0.660 1.470 -0.090
73 H -0.555 -6.586 2.469
74 O -5.001 1.088 4.423
75 H -2.168 -2.601 1.711
76 N -3.945 4.344 3.411
77 H -3.705 1.104 1.807
78 H 3.438 1.729 -1.609
79 H -6.078 -1.090 4.522
80 H -4.271 4.897 2.642
81 H -2.923 3.150 5.368
82 N 1.975 -1.559 -2.107
83 N 7.147 3.590 -6.136
84 C -0.597 -0.951 3.649
85 N -6.692 0.735 -0.940
86 H -4.244 3.384 3.495
87 H 0.367 1.676 2.018
88 N 7.748 2.684 -8.177
89 H 6.495 -1.757 -2.675
90 H -0.949 4.984 -3.136
91 C 6.403 -4.640 -1.213
92 H -5.889 1.306 -0.732
93 C -3.054 4.921 4.267
94 C 2.185 -2.901 -2.130
95 H -4.387 0.007 0.871
96 H -6.690 2.895 4.834
97 N 6.914 0.380 -4.006
98 H -0.301 -4.825 2.313
99 C -2.442 0.346 0.422
100 H -1.958 4.482 5.917
101 I -1.863 -5.724 0.370
102 N -6.716 -0.328 4.701
103 H -7.450 1.120 -1.467
104 O 8.921 2.190 -6.301
105 H 2.645 -0.982 -2.583

For the HOMO energy, the calculation gives -4.5887 eV. The total charge is -1. The value obtained for the total energy is -74964.336 eV. As for the spin multiplicity: 1.

4.
C29H24Cl5N5OPbS as an isolated structure. Source: the Open Molecules 2025 dataset; level of theory: ωB97M-V/def2-TZVPD.

Cartesian coordinates (Å):
1 H 6.251 -0.862 -1.302
2 C 4.204 -1.553 -1.550
3 H -4.966 -2.097 -0.971
4 Cl -2.366 4.860 1.911
5 Cl -2.109 -1.351 2.505
6 H 5.496 -3.325 0.006
7 H -0.141 3.176 -2.963
8 C -5.825 0.141 -2.014
9 C -3.552 0.434 -2.882
10 C -2.114 0.406 2.335
11 H 3.282 -1.182 -1.997
12 C 2.609 0.968 -0.168
13 C 1.699 3.970 -1.961
14 H -3.406 1.991 -4.344
15 C 0.698 3.034 -2.290
16 N 0.870 1.862 -1.670
17 H 3.438 3.681 -0.587
18 C -4.484 -0.257 -2.042
19 Pb -0.865 -0.315 -1.051
20 C 5.331 -0.546 -1.803
21 C -6.315 1.189 -2.769
22 H 3.576 1.237 0.285
23 Cl -2.306 3.008 -0.621
24 H 0.724 -0.716 1.994
25 S -0.260 -3.179 -0.877
26 H -0.917 -5.061 0.893
27 H -6.500 -0.408 -1.362
28 C -4.101 1.476 -3.691
29 H 2.742 0.414 4.005
30 N -2.968 -1.810 -0.919
31 H 3.247 -2.764 3.607
32 H 5.090 -3.895 2.381
33 N -2.948 -3.018 -0.231
34 H -2.579 -4.863 1.190
35 C 1.551 -0.850 2.694
36 C 2.949 -1.172 0.630
37 H 1.075 0.976 3.775
38 C -2.290 2.567 3.355
39 H 5.537 -0.444 -2.872
40 C -1.800 -3.615 -0.186
41 N 2.143 -0.217 0.001
42 C -5.423 1.851 -3.623
43 H 5.061 0.440 -1.421
44 C 2.549 3.301 -1.076
45 H -5.777 2.673 -4.238
46 H 2.266 1.190 2.489
47 C -2.025 0.916 1.058
48 H 1.781 4.986 -2.323
49 C 4.722 -2.805 0.565
50 C 1.931 0.514 3.278
51 Cl -2.347 0.464 5.068
52 H -7.354 1.484 -2.703
53 C 2.681 -1.528 1.962
54 Cl -2.374 3.574 4.763
55 C -4.138 -1.446 -1.263
56 N -1.821 -4.817 0.526
57 C 2.000 2.019 -0.911
58 C -2.180 2.292 0.966
59 C 4.491 -3.134 1.892
60 C -2.274 3.132 2.079
61 C 3.961 -1.837 -0.086
62 O -2.298 0.161 -2.956
63 H 1.199 -1.504 3.495
64 C -2.243 1.181 3.485
65 H 4.451 -2.497 -2.045
66 C 3.463 -2.497 2.577

For the HOMO energy, the calculation gives -1.8315 eV. The total charge is -2. Its relative energy (zero: lowest compared OMol25 entry of this formula, charge and spin) is 0.2194 eV. The value obtained for the total energy is -118657.973 eV. As for the spin multiplicity: 1.

- Which formula does entry 2 have?
  C37H37AsBiBr2N7OS3Si2

- Number 3 is which compound?
  C17H58IN19NbO9